Entry 1:
87
Properties=species:S:1:pos:R:3:mulliken_charge:R:1 method="wB97M-V/def2-TZVPD" orbital_gap_ev=8.8 charge=+1 total_energy_ev=-106007.9869 e_above_lowest_kcal_mol=0.00
C -6.582 -0.176 -2.260 -0.747
O -5.772 -1.308 -2.009 -0.328
C -5.870 -1.739 -0.667 -0.676
C -4.648 -2.606 -0.299 -0.948
C -3.412 -2.103 -1.069 -0.504
C -2.060 -2.448 -0.389 -1.821
C -1.345 -1.255 0.264 1.546
Cl -0.264 -1.963 1.571 -0.115
C -2.324 -0.363 1.040 -1.612
N -1.738 0.963 1.429 0.105
P -3.041 1.996 2.154 0.482
N -2.551 3.463 2.336 -0.600
C -1.323 1.639 0.155 -0.895
C -0.041 0.942 -0.307 -1.108
C -0.357 -0.509 -0.709 -0.567
P -0.801 -0.503 -2.513 0.321
N 0.274 0.271 -3.387 -0.676
H -7.413 -0.141 -1.550 0.351
H -7.012 -0.233 -3.257 0.265
H -6.017 0.759 -2.177 0.242
H -6.800 -2.308 -0.567 0.430
H -5.927 -0.876 0.012 0.373
H -4.496 -2.619 0.778 0.305
H -4.867 -3.608 -0.668 0.458
H -3.440 -2.557 -2.059 0.625
H -3.454 -1.030 -1.262 0.246
H -1.399 -2.972 -1.074 0.469
H -2.265 -3.165 0.409 0.686
H -2.564 -0.885 1.969 0.591
H -3.264 -0.173 0.526 0.207
H -0.936 0.872 2.057 0.550
H -4.108 1.872 1.234 0.091
H -3.409 1.355 3.364 0.121
H -2.585 3.739 3.325 0.318
H -2.116 1.527 -0.585 0.337
H -1.132 2.700 0.305 0.546
H 0.357 1.475 -1.173 0.603
H 0.723 1.010 0.466 0.332
H 0.577 -1.064 -0.638 0.857
H -2.102 0.048 -2.618 0.057
H -0.900 -1.862 -2.877 0.089
H -0.202 1.037 -3.853 0.220
C 5.485 0.263 -2.852 -0.803
C 6.011 0.055 -1.426 -0.297
C 5.029 0.744 -0.468 -1.037
S 3.437 0.709 -1.288 1.364
O 3.023 2.062 -1.576 -0.773
O 2.555 -0.204 -0.586 -0.716
C 3.996 -0.063 -2.797 -0.693
H 6.005 -0.365 -3.576 0.311
H 5.630 1.305 -3.147 0.400
H 6.055 -1.008 -1.211 0.201
H 7.017 0.454 -1.306 0.445
H 4.948 0.223 0.483 0.397
H 5.288 1.788 -0.297 0.388
H 3.423 0.332 -3.633 0.494
H 3.828 -1.136 -2.700 0.304
C 7.114 -5.394 -3.978 -0.536
C 6.473 -4.631 -5.144 -0.749
C 6.048 -3.256 -4.614 -0.544
S 7.172 -2.875 -3.266 1.224
O 6.412 -2.837 -2.038 -0.726
O 8.041 -1.792 -3.653 -0.725
C 8.078 -4.413 -3.318 -0.837
H 7.629 -6.291 -4.316 0.365
H 6.344 -5.697 -3.265 0.280
H 7.205 -4.506 -5.945 0.304
H 5.622 -5.169 -5.561 0.351
H 6.130 -2.479 -5.371 0.423
H 5.037 -3.274 -4.208 0.308
H 8.368 -4.697 -2.309 0.405
H 8.963 -4.251 -3.932 0.359
C -5.070 3.903 6.681 -0.478
C -4.301 4.175 7.980 -0.649
C -2.870 4.573 7.593 -0.631
S -2.987 5.324 5.969 1.167
O -2.278 4.487 5.020 -0.778
O -2.712 6.732 6.060 -0.672
C -4.743 5.068 5.752 -0.687
H -6.142 3.820 6.853 0.356
H -4.726 2.964 6.239 0.202
H -4.778 4.995 8.520 0.310
H -4.300 3.308 8.639 0.339
H -2.440 5.296 8.281 0.337
H -2.216 3.706 7.512 0.362
H -4.954 4.868 4.703 0.378
H -5.246 5.981 6.066 0.335


Entry 2:
85
Properties=species:S:1:pos:R:3:mulliken_charge:R:1 method="wB97M-V/def2-TZVPD" orbital_gap_ev="5.5 / 5.3" charge=-1 total_energy_ev=-91233.9784
Ti 0.161 -0.374 -1.995 -1.510
C -2.517 1.630 -2.688 -1.295
C -1.502 2.362 -1.776 0.909
N -0.149 1.934 -2.089 0.061
C 0.355 2.497 -3.353 -1.015
C 1.280 1.549 -4.103 -0.944
N 0.728 0.184 -4.144 0.060
C -0.305 -0.016 -5.171 -0.906
C -1.696 0.482 -4.748 -0.781
N -1.952 0.432 -3.309 -0.191
H -2.869 2.307 -3.474 0.339
H -3.386 1.352 -2.092 0.522
H -1.682 2.101 -0.736 -1.320
H -1.616 3.450 -1.890 0.693
H 0.552 2.157 -1.368 0.414
H 0.897 3.429 -3.157 0.645
H -0.506 2.752 -3.975 0.497
H 2.237 1.515 -3.588 0.140
H 1.434 1.927 -5.123 0.528
H 1.493 -0.466 -4.321 0.289
H -0.350 -1.085 -5.369 0.338
H -0.009 0.501 -6.095 0.346
H -2.437 -0.114 -5.290 0.362
H -1.824 1.519 -5.070 0.406
H -2.453 -0.414 -3.062 0.466
C 1.781 0.571 3.456 -1.574
C 2.014 -0.453 2.355 1.922
C 3.237 -0.083 1.523 -1.588
C 2.159 -1.847 2.950 -1.599
O 0.924 -0.486 1.448 0.014
Si -0.666 -0.138 1.531 0.069
S -1.607 -0.648 -0.250 -0.701
O -0.744 1.472 1.904 0.015
C -1.756 2.250 2.520 1.720
C -1.522 3.682 2.058 -1.629
C -3.146 1.775 2.103 -1.017
C -1.593 2.139 4.031 -1.548
O -1.310 -0.906 2.844 0.020
C -1.988 -2.150 2.991 1.954
C -1.255 -3.243 2.218 -1.306
C -3.423 -2.001 2.505 -1.643
C -1.967 -2.449 4.485 -1.778
H 2.631 0.566 4.142 0.559
H 0.877 0.335 4.023 0.204
H 1.672 1.570 3.036 0.241
H 4.108 0.080 2.165 0.490
H 3.036 0.815 0.939 0.323
H 3.465 -0.883 0.816 0.196
H 3.104 -1.937 3.490 0.410
H 2.135 -2.586 2.148 0.275
H 1.342 -2.059 3.645 0.187
H -1.671 3.765 0.980 0.237
H -0.496 3.976 2.280 0.332
H -2.204 4.372 2.558 0.414
H -3.202 1.647 1.023 0.030
H -3.895 2.508 2.410 0.565
H -3.393 0.816 2.563 -0.034
H -0.620 2.530 4.333 0.296
H -1.656 1.094 4.335 0.037
H -2.372 2.705 4.547 0.491
H -1.166 -2.983 1.164 0.249
H -1.796 -4.189 2.291 0.555
H -0.251 -3.385 2.620 0.189
H -3.454 -1.666 1.468 0.205
H -3.961 -1.283 3.128 0.322
H -3.936 -2.963 2.573 0.528
H -0.938 -2.535 4.834 0.318
H -2.489 -3.383 4.701 0.388
H -2.453 -1.641 5.035 0.323
C 3.580 -2.957 -1.845 -1.747
C 2.620 -1.813 -1.803 0.415
N 1.291 -2.021 -1.665 1.506
O 0.993 -3.336 -1.262 -0.564
C 2.995 -0.486 -1.793 -0.179
C 4.396 0.006 -1.971 -2.262
N 1.949 0.383 -1.522 2.152
O 2.292 1.638 -1.279 -1.078
H 3.769 -3.342 -0.838 0.245
H 4.532 -2.645 -2.272 0.497
H 3.176 -3.785 -2.427 0.390
H 0.161 -3.537 -1.739 0.170
H 4.803 -0.234 -2.958 0.416
H 5.078 -0.420 -1.227 0.453
H 4.402 1.087 -1.842 0.365
I -1.478 -2.918 -3.490 -0.490


Entry 3:
88
Properties=species:S:1:pos:R:3:mulliken_charge:R:1 method="wB97M-V/def2-TZVPD" orbital_gap_ev=5.3 charge=-1 total_energy_ev=-130925.2874
C -4.233 -2.308 1.017 -0.341
C -3.598 -2.342 2.528 0.579
O -4.020 -3.348 3.336 -0.589
O -2.577 -1.381 3.050 -0.388
C -1.428 -1.388 2.112 0.525
C -0.089 -0.626 2.673 -1.193
As 1.101 0.129 1.174 1.187
C 2.211 1.053 -0.258 -1.060
C 1.327 1.623 -1.528 0.317
C 2.288 1.444 -2.877 -0.622
S 1.404 1.803 -4.489 -0.068
C 0.292 0.383 -5.020 0.033
S -1.277 0.840 -5.599 -0.216
N 0.689 -1.078 -4.933 0.157
C 2.053 -1.758 -5.027 -0.214
C 1.662 -3.334 -4.784 -0.233
N 0.149 -3.554 -4.602 -0.504
C -0.389 -2.124 -4.714 -0.129
C 2.610 0.372 2.505 -1.006
C 3.489 -0.984 2.789 0.703
C 4.711 -1.207 1.676 -0.756
F 4.197 -0.748 4.102 -0.456
O 1.671 -1.564 0.656 -0.766
B 0.938 -2.038 -0.549 0.496
O 1.331 -1.576 -1.895 -0.064
O -0.257 -2.953 -0.493 -0.475
H -3.576 -2.998 0.309 0.158
H -5.333 -2.734 0.937 0.327
H -4.264 -1.208 0.583 -0.044
H -1.195 -2.540 1.907 -0.052
H -1.837 -0.881 1.112 -0.086
H 0.530 -1.329 3.400 0.282
H -0.457 0.276 3.337 0.342
H -0.069 -0.022 0.170 -0.173
H 0.584 1.552 1.621 -0.252
H 2.825 1.935 0.223 0.306
H 3.022 0.288 -0.683 0.173
H 0.291 1.096 -1.666 -0.081
H 1.109 2.771 -1.289 0.139
H 2.860 0.420 -2.876 0.239
H 3.130 2.282 -2.762 0.353
H 3.076 -1.211 -5.186 0.333
H 2.494 -4.183 -4.752 0.296
H -1.560 -2.004 -4.618 0.336
H 3.384 1.219 2.210 0.361
H 2.136 0.721 3.532 0.292
H 2.847 -1.957 2.954 -0.009
H 4.845 -0.215 1.025 0.128
H 5.717 -1.566 2.160 0.355
H 4.287 -2.032 0.928 0.081
H 0.617 -0.970 -2.278 0.092
H -0.768 -2.818 -1.352 0.165
C -2.911 3.986 1.002 -1.082
C -1.520 3.525 1.384 -0.120
O -0.819 3.086 0.229 -0.177
H -3.467 3.174 0.522 0.114
H -3.466 4.323 1.882 0.435
H -2.862 4.808 0.280 0.347
H -1.573 2.689 2.088 0.108
H -0.953 4.335 1.852 0.240
H -0.770 3.838 -0.387 0.186
C -4.927 2.318 -2.478 -1.328
C -4.093 1.354 -1.661 0.422
O -3.593 0.318 -2.494 -0.435
H -5.763 1.796 -2.953 0.311
H -5.323 3.121 -1.849 0.348
H -4.330 2.762 -3.281 0.368
H -4.698 0.896 -0.873 0.289
H -3.247 1.866 -1.192 -0.177
H -3.050 0.734 -3.185 0.193
C 1.798 6.346 1.750 -0.919
C 2.906 5.314 1.786 -0.216
O 2.412 4.090 2.310 -0.389
H 1.395 6.514 2.754 0.248
H 2.164 7.298 1.353 0.372
H 0.967 6.001 1.127 0.190
H 3.725 5.654 2.428 0.315
H 3.306 5.132 0.784 0.237
H 1.691 3.793 1.728 0.134
C -1.089 -6.021 1.718 -0.533
C 0.302 -6.482 2.100 -0.261
O 1.002 -6.921 0.945 -0.545
H -1.646 -6.833 1.239 0.320
H -1.644 -5.684 2.598 0.275
H -1.040 -5.199 0.996 -0.081
H 0.248 -7.318 2.805 0.308
H 0.869 -5.672 2.569 0.213
H 1.052 -6.169 0.330 0.313


Entry 4:
80
Properties=species:S:1:pos:R:3:lowdin_spin:R:1 method="wB97M-V/def2-TZVPD" multiplicity=6 orbital_gap_ev="8.0 / 5.5" charge=+4 total_energy_ev=-60804.1307 e_above_lowest_kcal_mol=0.00
Ir 0.234 -0.690 -0.408 1.283
P -0.081 1.467 -1.385 0.137
P 0.723 0.516 1.967 0.203
P -1.837 -0.566 0.321 0.099
H 1.705 -2.947 -1.341 0.048
C 0.764 -2.350 -1.554 0.419
C 0.872 -1.769 -2.858 0.750
H 0.911 -0.692 -2.992 0.050
C 1.331 2.019 -2.419 0.015
C -0.378 3.020 -0.429 0.035
C -1.444 1.455 -2.624 0.023
C 0.953 -0.771 3.254 0.024
C 2.359 1.356 2.113 0.022
C -0.284 1.714 2.947 0.043
C -2.847 -1.234 -1.039 0.066
C -2.820 0.895 0.857 0.000
C -2.084 -1.708 1.709 0.017
H 0.020 -3.182 -1.437 0.058
H 0.987 -2.458 -3.692 0.049
H 1.566 1.286 -3.196 0.000
H 2.223 2.191 -1.806 0.000
H 1.076 2.966 -2.914 0.004
H 0.447 3.198 0.274 0.000
H -1.320 2.989 0.131 0.000
H -0.423 3.872 -1.129 0.006
H -1.486 0.492 -3.152 0.003
H -1.256 2.243 -3.370 0.004
H -2.412 1.653 -2.145 0.000
H 0.706 -0.306 4.221 0.005
H 2.002 -1.099 3.269 0.000
H 0.296 -1.635 3.102 0.001
H 2.232 2.224 2.777 0.003
H 2.727 1.718 1.143 0.002
H 3.093 0.669 2.561 0.001
H -1.083 1.190 3.485 0.000
H -0.692 2.523 2.332 0.001
H 0.395 2.153 3.692 0.008
H -3.884 -1.335 -0.705 0.011
H -2.474 -2.214 -1.338 0.002
H -2.833 -0.579 -1.914 0.001
H -3.839 0.544 1.069 -0.001
H -2.892 1.666 0.085 0.000
H -2.424 1.344 1.771 0.000
H -3.125 -2.051 1.693 0.003
H -1.896 -1.229 2.674 0.000
H -1.424 -2.574 1.601 0.002
C -2.612 -2.403 -4.578 0.220
C -2.272 -3.456 -3.715 0.104
C -3.293 -4.204 -3.138 0.069
C -4.626 -3.944 -3.461 0.283
C -4.935 -2.884 -4.310 0.042
C -3.936 -2.116 -4.852 0.098
O -1.675 -1.494 -5.039 0.187
H -0.838 -1.944 -5.133 0.006
H -1.231 -3.584 -3.425 0.006
H -3.057 -5.001 -2.435 0.000
H -5.387 -4.607 -3.041 0.010
H -5.963 -2.738 -4.589 -0.001
H -4.149 -1.308 -5.525 0.001
C 4.635 0.281 -1.316 0.007
N 4.502 -0.862 -0.403 0.113
C 5.631 -1.780 -0.419 0.013
C 3.255 -1.267 -0.008 0.013
N 2.246 -0.568 -0.501 0.276
N 3.095 -2.245 0.927 0.019
C 4.127 -2.509 1.906 0.004
C 1.888 -3.045 1.032 0.062
H 5.704 0.472 -1.413 0.000
H 4.160 1.167 -0.890 0.001
H 4.218 0.057 -2.309 0.004
H 6.245 -1.662 0.486 0.007
H 5.324 -2.832 -0.538 0.003
H 6.260 -1.510 -1.273 0.002
H 2.546 0.071 -1.236 0.012
H 3.679 -2.983 2.779 0.000
H 4.866 -3.207 1.499 0.002
H 4.621 -1.579 2.206 0.002
H 0.988 -2.463 0.811 0.032
H 1.915 -3.894 0.357 0.003
H 1.762 -3.425 2.036 0.003


Entry 5:
80
Properties=species:S:1:pos:R:3:lowdin_spin:R:1 method="wB97M-V/def2-TZVPD" multiplicity=5 orbital_gap_ev="6.8 / 5.1" charge=+3 total_energy_ev=-62105.4931 e_above_lowest_kcal_mol=0.00
Ru -0.413 -0.465 -1.131 1.499
P -2.080 1.079 -1.413 0.131
P 0.740 -2.253 -0.287 0.160
N -2.040 -1.851 -1.538 0.041
C -3.615 0.041 -1.381 0.003
H -4.382 0.489 -0.734 0.000
H -4.041 0.004 -2.394 0.000
C -3.323 -1.382 -0.930 0.017
H -3.230 -1.464 0.163 0.002
H -4.120 -2.077 -1.236 0.003
C -1.683 -3.277 -1.291 0.006
H -1.260 -3.662 -2.230 0.000
H -2.618 -3.821 -1.104 0.000
C -0.695 -3.406 -0.135 0.008
H -0.337 -4.440 -0.056 0.002
H -1.195 -3.167 0.815 0.001
C 1.827 -2.643 1.190 0.024
C 1.592 -1.666 2.337 0.038
H 0.617 -1.660 2.813 0.000
H 1.632 -0.597 1.860 0.016
H 2.349 -1.689 3.122 0.003
C 1.736 -2.943 -1.701 0.067
C 2.878 -1.983 -2.094 0.005
H 2.924 -1.891 -3.189 0.001
H 3.854 -2.358 -1.759 0.000
H 2.743 -0.958 -1.711 0.002
C -2.102 1.896 -3.083 0.059
C -1.214 3.148 -3.138 0.003
H -0.915 3.317 -4.183 0.001
H -0.283 3.048 -2.560 0.001
H -1.744 4.051 -2.802 0.000
C -2.512 2.477 -0.232 0.013
C -1.363 3.434 0.079 0.080
H -1.582 3.961 1.018 0.004
H -1.171 4.151 -0.725 0.005
H -0.398 2.902 0.254 0.029
C 0.946 0.917 -0.869 0.112
C 2.190 -4.393 -1.453 0.023
H 2.024 -4.760 -0.431 0.002
H 1.650 -5.074 -2.124 0.001
H 3.257 -4.508 -1.679 0.004
C -3.526 2.142 -3.633 0.019
H -3.590 3.108 -4.154 0.005
H -3.799 1.367 -4.362 0.001
H -4.313 2.142 -2.867 0.001
C -3.748 3.286 -0.641 0.008
H -3.969 4.024 0.146 0.000
H -3.591 3.853 -1.570 0.000
H -4.646 2.668 -0.755 0.000
C 3.310 -2.530 0.888 0.002
H 3.480 -1.577 0.383 0.000
H 3.924 -2.498 1.796 0.000
H 3.642 -3.343 0.253 0.000
H 1.521 -3.643 1.565 0.004
H -2.775 1.929 0.690 0.000
H 1.027 -2.956 -2.542 0.004
H -1.614 1.126 -3.703 0.004
O 1.813 1.603 -1.345 0.086
H -2.077 -1.695 -2.548 0.008
H 0.145 -0.516 -2.676 0.080
C -0.885 0.757 3.304 0.020
N 0.561 1.021 3.420 0.102
C 1.001 1.635 4.660 0.019
C 1.413 0.940 2.386 0.413
S 0.100 0.988 0.633 0.615
N 2.730 1.310 2.460 0.154
C 3.622 0.930 3.576 0.028
C 3.457 1.752 1.279 0.017
H -1.341 1.127 4.230 0.000
H -1.110 -0.311 3.124 0.004
H -1.308 1.358 2.483 0.007
H 1.545 0.949 5.312 0.005
H 1.628 2.497 4.440 0.002
H 0.102 1.956 5.171 0.001
H 4.510 0.441 3.169 0.001
H 3.968 1.828 4.105 0.012
H 3.191 0.233 4.301 0.002
H 3.543 0.946 0.534 0.006
H 2.959 2.611 0.808 0.004
H 4.456 2.018 1.623 0.000